(1)
ORCA calculation (ωB97M-V/def2-TZVPD) on a cluster of 7 separate species, C23H41N3O5 in total at a distorted geometry.

Computed properties:
spin multiplicity = 2
gap between HOMO and LUMO (alpha / beta) = 6.693 / 2.635 eV
E = -39212.668 eV
net charge = +1
expectation value of S² = 0.762

```
72
Properties=species:S:1:pos:R:3:forces:R:3
C -30.86185 5.62444 -5.61343 0.80 0.11 0.36
C -29.41542 5.11206 -5.80642 0.69 1.66 2.56
O -28.46640 5.68180 -5.25493 -1.58 -0.13 -0.83
C -29.13827 3.82296 -6.43756 -0.66 -0.26 -0.96
H -31.30083 6.17160 -6.44770 0.17 -0.33 -0.30
H -30.86084 6.33158 -4.78394 0.16 -0.01 0.00
H -31.52767 4.81100 -5.32515 -0.01 -0.11 -0.27
H -30.03053 3.50985 -6.97971 0.29 -0.36 -0.31
H -28.91020 3.09010 -5.66361 0.17 0.02 -0.10
H -28.28136 4.02739 -7.07945 0.00 -0.62 -0.11
C -28.42572 9.08927 -10.30065 0.45 0.82 0.56
C -28.06133 8.57514 -8.91063 0.00 0.10 -0.53
O -26.94893 8.73215 -8.44182 -0.95 -0.04 -0.24
C -29.13825 7.80266 -8.17969 0.46 -0.46 0.92
H -28.91835 8.34643 -10.92804 0.40 -0.12 -0.05
H -27.52539 9.56115 -10.69414 0.08 -0.60 -0.50
H -29.11066 9.93677 -10.27413 -0.43 -0.06 0.49
H -29.57368 7.00596 -8.78282 -0.08 0.17 -0.26
H -29.93401 8.41837 -7.76047 -0.07 0.35 -0.46
H -28.66610 7.33108 -7.31784 0.09 -0.06 0.02
C -34.08260 8.99631 -3.61477 0.16 -0.29 -0.46
C -33.99220 8.26968 -4.95744 1.53 -4.70 -1.17
O -33.41726 7.12088 -5.15379 -2.40 5.47 1.25
C -34.85958 8.96164 -5.98975 0.60 0.67 0.44
H -33.92578 10.05697 -3.81100 0.47 0.04 0.19
H -33.42277 8.58070 -2.85319 -0.01 0.06 -0.14
H -35.11427 8.98875 -3.26307 -0.13 -0.41 0.02
H -34.67383 8.85816 -7.05881 -0.01 -0.88 0.28
H -34.76358 10.03514 -5.82699 -0.13 0.15 0.13
H -35.86372 8.70248 -5.65414 -0.29 -0.07 -0.53
C -32.52262 9.01704 -12.18361 -0.84 0.39 1.22
C -32.28114 10.02148 -11.02936 3.28 1.36 -2.49
O -31.41977 10.91748 -11.18329 -2.29 -1.98 0.65
C -32.99561 9.83635 -9.76045 -1.11 0.50 0.96
H -31.73830 8.26198 -12.23683 0.11 0.16 0.06
H -32.65320 9.49830 -13.15285 0.21 0.11 0.18
H -33.45213 8.52929 -11.89002 -0.04 -0.39 -0.51
H -32.44440 9.19684 -9.07103 0.27 0.17 0.01
H -33.99557 9.40982 -9.83941 0.05 -0.23 -0.43
H -33.14517 10.82680 -9.33062 0.38 -0.09 0.35
C -30.98230 9.70204 -5.23247 0.36 -1.71 1.09
C -30.92937 10.93597 -6.05653 0.89 -0.19 0.89
O -31.10212 10.86711 -7.25459 -0.08 0.72 -0.12
N -30.64274 12.07631 -5.34764 0.23 0.06 -1.14
C -30.36267 13.32129 -5.99305 -0.97 2.28 0.55
H -30.06943 9.35620 -4.74753 0.72 0.98 0.15
H -31.10447 8.77985 -5.80057 -1.01 0.39 -0.39
H -31.68506 9.77476 -4.40245 -0.34 -0.06 -0.21
H -30.38098 12.21992 -4.38277 -0.17 -1.38 0.08
H -31.05219 14.03262 -5.53843 -0.73 0.29 -0.34
H -30.52118 13.41617 -7.06728 0.43 -0.65 0.18
H -29.47520 13.80710 -5.58749 0.86 -0.68 -0.69
N -28.65660 15.67110 -2.60647 -0.94 -0.45 -0.21
C -27.47488 15.27902 -3.16586 -0.28 0.25 -0.82
C -27.46692 13.89942 -3.29968 -0.15 1.24 0.68
C -28.65783 13.48707 -2.63634 -0.66 -1.28 -1.04
C -29.45116 14.56214 -2.37185 0.73 1.10 0.54
H -29.00968 16.61601 -2.65729 0.21 -0.18 0.18
H -26.89087 16.11097 -3.53082 0.55 -0.51 -0.12
H -26.80245 13.29512 -3.89944 0.25 0.04 0.53
H -28.95790 12.45921 -2.49540 -0.01 -0.09 -0.04
H -30.47433 14.69012 -2.05069 0.20 -0.20 0.27
N -32.30870 9.03162 0.78123 1.18 -0.08 -2.20
C -32.97402 10.19783 0.65975 -1.04 -0.68 0.94
C -32.62684 10.88783 -0.51082 3.65 -1.62 -1.63
C -31.53597 10.10709 -1.09800 -2.98 0.82 1.08
C -31.48954 8.88261 -0.35610 -0.60 0.95 1.51
H -32.40523 8.28923 1.45920 -0.31 0.28 0.19
H -33.74359 10.40306 1.38916 0.04 0.37 0.00
H -32.96699 11.83524 -0.90214 -0.17 -0.09 0.33
H -31.00101 10.34456 -2.00565 0.04 -0.15 0.09
H -30.99176 7.93177 -0.47665 0.28 0.19 -0.33
```
Positions in Å, forces in eV/Å.

(2)
ORCA calculation (ωB97M-V/def2-TZVPD) on a structure of composition C23H41NO2P2Pt at a distorted geometry.

Computed properties:
ΔE to the lowest compared entry with this formula, charge and spin = 33.7 kcal/mol
spin multiplicity = 5
gap between HOMO and LUMO (alpha / beta) = 7.143 / 5.165 eV
E = -51901.100 eV
net charge = +2
expectation value of S² = 6.012

```
70
Properties=species:S:1:pos:R:3:forces:R:3
Pt -1.58265 -1.04299 -4.14106 -4.51 -3.70 1.76
C -0.53048 -1.98451 2.97311 0.04 0.22 0.26
C 0.75907 -2.39501 2.52965 -0.12 0.23 0.06
C 1.04301 -0.78639 4.15572 -0.04 -0.16 -0.37
C -0.35231 -0.99137 3.98091 0.07 0.03 -0.29
C 1.73007 -1.63617 3.24340 -0.19 -0.16 0.12
C -1.83106 -2.49795 2.50097 -0.27 -0.41 -0.20
H -1.68625 -3.36681 1.84768 -0.14 0.19 0.17
H -2.38298 -1.73363 1.92991 0.20 -0.14 0.22
H -2.47284 -2.79973 3.34404 0.20 0.09 -0.23
C -1.40990 -0.26481 4.70164 -0.44 -0.05 0.21
H -2.39798 -0.67867 4.46792 0.21 0.22 0.09
H -1.40071 0.80948 4.45268 0.01 -0.35 0.06
H -1.25110 -0.34153 5.78742 -0.06 0.07 -0.21
C 1.65490 0.14836 5.10742 0.30 0.00 0.51
H 1.11599 0.11267 6.06340 0.14 0.14 -0.17
H 1.62427 1.18356 4.73492 -0.05 -0.28 0.19
H 2.70401 -0.11154 5.28618 -0.22 0.15 0.02
C 3.19411 -1.73047 3.09585 0.39 0.16 -0.19
H 3.61688 -2.49364 3.76832 -0.12 0.14 -0.12
H 3.67305 -0.77320 3.34059 -0.07 -0.28 -0.07
H 3.46601 -2.00608 2.06960 0.02 0.05 0.27
C 1.01997 -3.42291 1.49993 0.25 -0.20 -0.29
H 0.71329 -4.41775 1.85924 0.04 0.23 -0.10
H 2.08447 -3.47322 1.24149 -0.30 -0.04 0.08
H 0.45392 -3.22192 0.57625 0.07 -0.06 0.30
C -1.60173 0.16622 -5.72839 0.60 1.55 -2.79
C -0.74483 -0.96004 -5.95342 0.40 0.35 -3.05
C 0.79159 -0.81901 -5.96969 -0.14 -0.35 0.36
C 1.32455 -1.28414 -4.61052 -0.23 -0.96 0.17
C 0.27966 -1.09317 -3.53149 2.94 1.59 1.13
C -0.33550 0.16655 -3.13653 1.16 1.08 2.11
C -0.89617 1.48118 -3.74127 0.61 0.26 -0.19
C -1.05754 1.53681 -5.29138 -0.59 -0.22 0.45
H 1.08638 0.21913 -6.13999 -0.23 -0.10 -0.09
H 2.24905 -0.77783 -4.28489 -0.34 -0.14 -0.26
H 1.25406 -1.43263 -6.75621 -0.41 0.27 0.13
H -0.15183 1.84235 -5.85466 -0.59 -0.13 0.41
H -2.49755 0.26559 -6.37111 0.13 -0.57 0.76
H -1.20144 -1.78450 -6.56720 0.59 0.69 0.58
H -1.90867 2.22016 -5.48418 0.92 0.06 -0.06
H -1.94917 1.56198 -3.37067 0.71 -0.23 0.16
H -0.14730 0.26844 -2.00919 -1.43 -0.22 -1.72
H -0.38048 2.34681 -3.29748 0.02 -0.24 -0.38
H 1.53378 -2.36855 -4.64653 0.08 0.44 -0.07
H 0.43632 -1.71685 -2.63507 0.07 0.14 -0.41
P -1.49239 0.84964 0.87149 -0.52 0.38 0.02
C -2.81513 1.82934 1.70200 0.07 -0.17 0.02
C -2.49852 0.23245 -0.55442 -0.03 -0.21 -0.03
P 0.92788 1.69249 -0.78720 0.19 0.49 -0.23
C -0.60467 2.26107 0.06723 -0.15 -0.19 0.33
C 1.57006 0.34108 0.25921 0.19 -0.32 0.30
C 2.05716 2.99828 -0.25680 0.45 -0.05 -0.21
H -2.35176 2.42831 2.49870 -0.32 -0.13 -0.24
H -3.53900 1.13342 2.15140 0.09 0.33 -0.11
H -3.31221 2.48593 0.97241 0.03 -0.15 0.34
H -1.88204 -0.30280 -1.28916 -0.21 0.05 0.36
H -2.98506 1.07327 -1.06564 -0.06 -0.18 0.13
H -3.25680 -0.46747 -0.17302 0.11 0.26 -0.15
H 2.92963 2.96078 -0.91198 0.06 0.25 0.19
H 2.35171 2.79041 0.76874 0.18 0.34 -0.01
H 1.56685 3.96575 -0.33985 0.13 0.09 -0.03
H -0.34008 2.96713 0.89172 -0.36 -0.35 -0.92
H -1.27056 2.74981 -0.67085 0.31 -0.01 0.44
H 1.54670 0.64904 1.30980 0.09 -0.32 -0.10
H 2.61130 0.14739 -0.03762 -0.22 0.14 0.05
H 1.01603 -0.59738 0.13982 0.01 0.17 0.04
O 1.79116 2.41494 2.99865 -3.27 1.07 -2.14
N 0.59527 2.70264 2.75419 1.92 -1.00 6.28
O -0.25351 2.77219 3.66378 1.58 0.15 -3.61
```
Positions in Å, forces in eV/Å.

(3)
ORCA calculation (ωB97M-V/def2-TZVPD) on a structure of composition C23H41NO3P2Pb at a distorted geometry.

Computed properties:
spin multiplicity = 1
gap between HOMO and LUMO (alpha / beta) = 4.867 / 4.839 eV
E = -55953.338 eV
net charge = +2

```
71
Properties=species:S:1:pos:R:3:forces:R:3
Pb -0.47831 1.04274 0.03230 0.26 -0.05 0.86
C -0.89994 -2.17149 1.36698 -0.28 -0.03 0.18
C 0.39777 -2.46583 0.87310 0.25 -0.08 -0.04
C 0.61798 -0.87809 2.51959 0.39 0.12 0.13
C -0.76884 -1.19556 2.39106 -0.39 0.01 0.20
C 1.33258 -1.65943 1.57256 0.11 0.04 0.12
C -2.17247 -2.75957 0.90480 -0.17 -0.01 -0.37
H -2.07343 -3.10426 -0.13114 -0.14 -0.09 0.26
H -2.98259 -2.01875 0.93740 0.13 -0.27 0.10
H -2.46228 -3.62057 1.53050 0.03 0.23 -0.18
C -1.85511 -0.59795 3.19332 -0.44 -0.07 0.08
H -2.83562 -0.99265 2.89582 0.29 0.12 0.18
H -1.89240 0.49848 3.08292 0.11 -0.24 0.13
H -1.70364 -0.82032 4.26347 -0.06 0.16 -0.28
C 1.19164 0.08321 3.48153 0.23 0.31 -0.04
H 1.31230 -0.40818 4.46053 -0.05 0.13 -0.12
H 0.54475 0.96329 3.62626 0.14 -0.34 0.01
H 2.18576 0.43040 3.16674 -0.30 -0.12 0.15
C 2.79508 -1.62477 1.36918 0.17 0.07 -0.33
H 3.29312 -2.27764 2.10201 -0.03 0.15 -0.13
H 3.18810 -0.60490 1.49644 -0.06 -0.36 0.03
H 3.05423 -1.98294 0.36364 0.05 0.06 0.35
C 0.72279 -3.43787 -0.18986 -0.01 0.03 -0.40
H 1.00639 -4.41065 0.24707 -0.05 0.25 -0.15
H 1.56510 -3.07504 -0.79714 -0.17 -0.25 0.20
H -0.13926 -3.59771 -0.85242 0.29 -0.09 0.22
C -1.75237 1.47125 -6.49484 -0.50 -0.53 -0.09
C -1.90292 0.14463 -6.63313 -0.35 0.68 -0.16
C -1.07942 -0.77025 -7.48708 0.25 -0.30 -0.31
C 0.35107 -0.30200 -7.86977 -0.37 -0.49 -0.51
C 1.21199 0.17380 -6.73689 0.42 0.49 0.30
C 1.32786 1.43566 -6.29348 0.35 -0.62 -0.49
C 0.53772 2.62347 -6.74502 -0.17 0.47 -0.11
C -0.87109 2.35373 -7.32853 0.42 0.59 -0.17
H -1.62867 -0.98769 -8.42280 0.17 0.00 0.35
H 0.28900 0.43565 -8.68136 0.18 -0.22 0.38
H -0.98450 -1.74046 -6.96902 -0.13 0.24 -0.11
H -0.77760 1.98526 -8.35924 -0.19 0.08 0.46
H -2.42092 1.99453 -5.80051 0.10 -0.17 -0.36
H -2.78310 -0.32702 -6.17048 0.47 0.18 0.06
H -1.36539 3.33886 -7.41060 0.17 -0.41 -0.02
H 0.42313 3.30503 -5.88399 0.10 -0.11 -0.23
H 2.13740 1.67134 -5.58875 -0.36 -0.13 -0.15
H 1.12184 3.18677 -7.49758 -0.18 -0.14 0.34
H 0.84794 -1.18340 -8.31389 -0.18 0.38 0.13
H 1.87572 -0.58635 -6.30527 -0.17 0.26 -0.11
P -1.32394 0.62731 -2.55313 0.10 0.83 -1.21
C -2.84105 1.55142 -2.81609 -0.35 -0.12 0.19
C -1.45214 -0.87820 -3.54967 -0.28 -0.61 0.46
P 1.44042 1.07702 -2.23252 0.10 0.79 -0.86
C 0.06191 1.49772 -3.42680 -0.30 -0.43 0.81
C 2.40531 -0.10544 -3.21722 0.42 -0.58 0.33
C 2.52722 2.52597 -2.08885 0.02 0.06 0.02
H -2.89989 2.35533 -2.06470 -0.10 -0.20 -0.38
H -3.65493 0.82955 -2.64457 -0.01 0.45 -0.12
H -2.87651 1.95078 -3.82937 -0.22 -0.01 0.13
H -1.52228 -0.61990 -4.61442 0.12 0.08 0.40
H -2.37798 -1.37457 -3.24096 0.13 -0.16 -0.14
H -0.61227 -1.56612 -3.38608 -0.16 0.21 -0.01
H 2.73808 2.96399 -3.07534 0.00 -0.06 0.35
H 3.46144 2.17615 -1.62305 -0.22 0.24 -0.14
H 2.05326 3.25726 -1.41677 0.24 -0.10 -0.29
H -0.12145 2.57403 -3.51929 0.08 -0.12 0.16
H 0.17683 1.05406 -4.43579 0.12 0.30 0.53
H 3.37367 -0.23134 -2.71313 -0.16 -0.07 -0.21
H 2.57196 0.22303 -4.25547 -0.15 0.00 0.54
H 1.90209 -1.08030 -3.22158 0.13 0.17 -0.13
O -1.72552 3.05197 0.53606 1.21 0.40 0.02
N -0.70232 3.74948 0.98205 -0.16 1.08 0.50
O -0.83647 4.86662 1.44409 0.28 -2.46 -0.99
O 0.45292 3.14912 0.90798 -1.17 0.43 -0.34
```
Positions in Å, forces in eV/Å.

(4)
ORCA calculation (ωB97M-V/def2-TZVPD) on a cluster of 5 separate species, C23H42BF12N2O11P2 in total at a distorted geometry.

Computed properties:
spin multiplicity = 1
gap between HOMO and LUMO = 5.240 eV
E = -101900.639 eV
net charge = -1

```
93
Properties=species:S:1:pos:R:3:forces:R:3
C -1.15914 -0.98168 0.39734 -0.57 0.47 -0.21
C -0.86022 0.38299 0.97691 0.68 0.32 -0.87
C -0.66732 1.32797 -0.22562 0.37 -0.56 0.72
C 0.38286 0.47898 1.85225 -0.58 0.03 1.00
P 0.23961 -0.40687 3.58176 -1.02 0.03 -0.36
O -0.10491 1.18014 4.30937 -0.47 -0.04 -0.02
C -0.07932 -1.19963 5.34386 -0.30 1.49 0.59
C -1.00562 -0.34959 6.13698 0.52 -0.22 0.01
N -0.68958 0.20251 7.24447 -0.22 -0.21 -0.12
C 0.58144 -2.15732 2.88228 0.51 0.40 0.01
B 1.60205 -2.41375 1.75797 -0.15 -0.47 -0.28
O 2.89883 -1.91282 1.62318 -0.12 0.55 0.19
O 1.23553 -3.29687 0.74399 -0.21 -0.25 0.06
P 2.47445 -0.08879 4.08934 0.48 -1.71 0.62
N 3.20623 -1.39475 4.67357 -0.11 0.13 -0.35
H -0.27970 -1.35973 -0.09615 0.43 -0.45 0.02
H -1.57702 -1.68701 1.09024 0.12 -0.41 0.41
H -1.89270 -0.85596 -0.39083 -0.40 -0.02 -0.29
H -1.69791 0.79223 1.51895 -0.43 -0.18 0.54
H -1.59277 1.52651 -0.73921 -0.38 0.16 -0.31
H -0.19420 2.22716 0.12500 -0.06 0.71 -0.05
H 0.03482 0.85003 -0.89281 0.23 -0.07 -0.56
H 1.31105 0.33473 1.32447 0.27 -0.73 -0.46
H 0.41100 1.52652 2.09879 0.21 0.52 0.27
H -1.18473 -0.53857 3.34242 0.07 0.01 0.05
H 0.63614 1.78454 4.30290 0.20 0.09 -0.04
H 0.79894 -1.28027 5.96462 0.57 -0.50 -0.06
H -0.61458 -2.13182 5.24526 0.17 -0.66 -0.42
H -2.00091 -0.27167 5.71895 -0.13 0.25 0.07
H -1.51666 0.69490 7.56588 -0.06 0.28 0.30
H -0.36475 -2.57445 2.57752 -0.49 -0.08 -0.17
H 0.88496 -2.78305 3.71037 0.43 -0.14 0.43
H 2.91456 -1.42698 0.79205 0.34 -0.06 -0.08
H 2.03861 -3.61227 0.32484 0.12 0.02 -0.29
H 3.13034 0.37227 2.90955 -0.04 0.56 0.22
H 2.60780 0.90394 5.09257 -0.09 0.58 -0.52
H 3.56257 -1.19215 5.59394 0.15 -0.05 0.24
C 4.28346 6.78487 -0.95666 0.00 0.01 0.19
C 3.37364 5.75763 -1.59864 0.31 0.51 -0.04
O 3.45827 4.51973 -0.86263 -0.14 -0.15 -0.15
C 2.72820 4.49848 0.24670 0.00 0.05 -0.39
O 2.00653 5.37140 0.61893 -0.24 0.09 0.28
C 2.93477 3.18940 1.02441 0.18 -0.52 0.57
F 4.23891 2.89028 1.10349 0.14 0.10 -0.11
F 2.31535 2.14609 0.47217 0.19 0.44 -0.46
F 2.47604 3.33087 2.26131 -0.08 0.14 0.06
H 5.30144 6.40137 -0.88975 0.03 0.00 -0.12
H 4.28780 7.70555 -1.53876 0.01 0.01 -0.05
H 3.95720 7.02008 0.05435 -0.09 0.05 0.00
H 3.70972 5.55193 -2.60492 0.06 -0.32 -0.02
H 2.34626 6.10855 -1.65592 -0.10 -0.13 0.19
C 1.89376 -0.04984 -6.09855 -0.05 0.31 -0.12
C 2.92216 0.23678 -5.02506 -0.23 -0.60 -0.14
O 3.47420 1.55677 -5.20675 0.26 -0.02 0.04
C 2.73537 2.54932 -4.74705 0.15 -0.40 0.14
O 1.69323 2.46295 -4.17802 -0.28 0.23 0.14
C 3.42763 3.88222 -5.04938 0.20 0.70 -0.32
F 3.87080 3.91309 -6.31157 0.01 -0.08 -0.14
F 4.48180 4.12242 -4.25581 -0.02 -0.36 0.09
F 2.58064 4.89653 -4.89735 -0.19 0.01 0.09
H 2.32945 0.09458 -7.08824 0.07 -0.09 0.01
H 1.52438 -1.06640 -6.02311 0.25 0.24 0.00
H 1.04400 0.62581 -6.01510 -0.05 -0.01 0.10
H 3.75906 -0.45104 -5.10826 0.18 0.16 -0.04
H 2.50914 0.13114 -4.02413 -0.07 0.22 0.03
C -1.54212 -6.96607 -6.69431 -0.06 0.28 -0.11
C -0.49897 -6.64878 -5.64497 -0.15 -0.58 -0.03
O 0.07510 -5.34612 -5.85193 0.17 0.05 -0.02
C -0.64962 -4.32752 -5.41245 0.17 -0.40 -0.03
O -1.71029 -4.39018 -4.87700 -0.31 0.21 0.11
C 0.11217 -3.01737 -5.65655 -0.09 0.08 -0.07
F 0.61910 -2.97191 -6.89804 -0.03 -0.11 -0.05
F 1.12953 -2.91021 -4.79394 0.07 -0.12 0.12
F -0.68651 -1.97440 -5.49757 -0.13 0.07 0.05
H -1.12095 -6.86202 -7.69427 0.06 -0.10 -0.01
H -1.90905 -7.98309 -6.56790 0.03 -0.04 0.02
H -2.38788 -6.28518 -6.62344 -0.06 -0.01 0.09
H 0.32976 -7.34791 -5.71496 0.17 0.13 -0.04
H -0.90553 -6.72132 -4.63881 -0.06 0.19 0.04
C -7.91499 1.17489 4.88785 0.17 -0.12 0.18
C -7.44219 0.67487 3.53978 -0.44 0.30 -0.01
O -6.08278 0.22139 3.59725 0.09 0.12 -0.13
C -5.89980 -0.99455 4.08623 -0.13 0.17 -0.14
O -6.75324 -1.73361 4.47348 -0.12 -0.30 0.15
C -4.40633 -1.34528 4.04197 0.51 -0.08 0.08
F -3.66793 -0.33815 4.50105 -0.35 0.06 -0.15
F -4.03778 -1.60666 2.78524 -0.10 0.03 -0.17
F -4.15413 -2.42283 4.77651 -0.11 -0.09 0.10
H -7.24354 1.94605 5.26386 -0.02 0.09 -0.06
H -8.92021 1.58670 4.80868 -0.02 0.03 -0.05
H -7.93035 0.37004 5.61992 -0.06 -0.08 -0.02
H -7.44992 1.48471 2.81521 0.21 0.02 -0.06
H -8.08454 -0.11550 3.15639 0.07 -0.17 0.07
```
Positions in Å, forces in eV/Å.

Question: What is the formula in the first record?
Answer: C23H41N3O5

Question: What is the spin multiplicity in the fourth record?
Answer: 1

Question: Which value of spin multiplicity does entry 3 give?
Answer: 1